Molecular formula: C5H8O
Method: DFT, ωB97M-V/def2-TZVPD

```
! wB97M-V def2-TZVPD RIJCOSX def2/J DEFGRID3
* xyz 0 1
O 0.421 2.158 -1.241
C 0.124 0.883 -0.859
C 1.293 -1.129 -0.108
C 0.101 -1.500 0.634
C -0.926 -0.653 0.799
C -0.794 0.744 0.290
H -0.034 2.801 -0.673
H 0.080 0.251 -1.736
H 2.183 -1.668 0.263
H 1.336 -1.096 -1.175
H 0.091 -2.430 1.213
H -1.805 -0.910 1.379
H -1.773 1.222 0.127
H -0.297 1.326 1.085
*
```

- Orbital gap (spin up / spin down): 8.376 / 7.674 eV
- Energy relative to the best compared isomer or geometry (same formula, charge and spin): 98.6 kcal per mole